{"formula": "C29H46MnN4OP2S", "method": "ωB97M-V with the def2-TZVPD basis set", "spin_multiplicity": 6, "gap_ev": [6.852, 6.929], "s2": 8.757, "e_homo_ha": [-0.24090, -0.24378], "e_lumo_ev": [0.297, 0.296], "e_tot_ev": -99562.8442, "species": ["Mn", "C", "C", "C", "P", "C", "C", "C", "C", "C", "C", "C", "C", "C", "N", "C", "C", "C", "C", "C", "C", "P", "C", "C", "C", "C", "C", "C", "H", "H", "H", "H", "H", "H", "H", "H", "H", "H", "H", "H", "H", "H", "H", "H", "H", "H", "H", "H", "H", "H", "H", "H", "H", "H", "H", "H", "H", "H", "H", "H", "H", "H", "H", "H", "C", "C", "C", "N", "N", "C", "N", "S", "H", "H", "H", "H", "H", "H", "H", "C", "O", "H", "H", "H"], "positions_angstrom": [[-0.03432, 0.18777, -0.74826], [2.44831, -0.87523, -3.59392], [1.64327, -2.14317, -3.30194], [0.44966, -2.25055, -4.25107], [1.01069, -2.05680, -1.57616], [0.25420, -3.71335, -1.22881], [1.10873, -4.91083, -1.62989], [-0.12009, -3.78430, 0.25058], [2.47880, -2.00588, -0.51190], [3.65296, -2.70406, -0.79785], [4.75563, -2.64614, 0.03364], [4.68435, -1.85905, 1.17964], [3.54036, -1.14881, 1.47735], [2.40411, -1.19710, 0.64432], [1.28625, -0.41245, 0.88173], [0.89894, -0.13407, 2.16667], [1.05692, -1.04953, 3.23287], [0.55386, -0.79017, 4.49421], [-0.13130, 0.38962, 4.75930], [-0.29367, 1.30644, 3.73022], [0.20013, 1.07883, 2.44955], [-0.07073, 2.16237, 1.00951], [-1.46561, 3.33103, 1.37516], [-2.75096, 2.54120, 1.62868], [-1.24480, 4.45003, 2.39131], [1.40724, 3.26790, 0.94854], [1.26346, 4.21375, -0.24525], [2.70362, 2.46914, 0.83765], [2.79076, -0.88214, -4.63179], [3.32703, -0.79971, -2.95137], [1.82926, 0.01286, -3.43786], [2.28527, -3.02083, -3.42111], [-0.20531, -1.38491, -4.12206], [-0.13784, -3.15576, -4.08433], [0.79549, -2.26345, -5.28694], [-0.66820, -3.71495, -1.81947], [2.04059, -4.92631, -1.06091], [1.35626, -4.90809, -2.69208], [0.57481, -5.84018, -1.41599], [0.77852, -3.78781, 0.87290], [-0.68064, -4.69829, 0.45935], [-0.73278, -2.93296, 0.54947], [3.70605, -3.30419, -1.69898], [5.65656, -3.19444, -0.20752], [5.54009, -1.78530, 1.84023], [3.51553, -0.52197, 2.35984], [1.56899, -1.98433, 3.04157], [0.69294, -1.52546, 5.27827], [-0.52133, 0.59721, 5.74693], [-0.82781, 2.22293, 3.93849], [-1.59104, 3.81080, 0.39763], [-2.69576, 1.95513, 2.54847], [-2.94741, 1.85643, 0.80080], [-3.60295, 3.21997, 1.71390], [-1.07608, 4.08575, 3.40378], [-2.12703, 5.09473, 2.41884], [-0.39343, 5.07453, 2.12078], [1.43100, 3.83868, 1.88234], [1.20761, 3.63800, -1.17380], [2.13019, 4.87593, -0.30361], [0.37109, 4.83946, -0.18591], [2.71924, 1.86950, -0.07419], [2.84213, 1.79633, 1.68413], [3.55033, 3.15907, 0.80822], [-5.53768, 1.54707, -1.55533], [-5.12612, 0.09319, -1.79521], [-4.06054, -0.33073, -0.83822], [-2.80817, -0.28107, -1.09988], [-2.00583, -0.62101, -0.02649], [-2.68805, -0.93843, 1.04106], [-2.14416, -1.34945, 2.20620], [-4.40147, -0.85179, 0.79387], [-6.30951, 1.84977, -2.26230], [-4.67725, 2.20511, -1.68039], [-5.92876, 1.68500, -0.54568], [-4.71472, -0.02370, -2.79779], [-5.98886, -0.57022, -1.71233], [-1.15253, -1.17792, 2.34182], [-2.70168, -1.28624, 3.04016], [-0.80632, 2.22004, -2.81019], [0.06872, 1.23620, -2.37986], [-1.09102, 2.92950, -2.00786], [-1.75070, 1.80425, -3.19970], [-0.36749, 2.82763, -3.61577]], "forces_ev_per_angstrom": [[0.15, -0.02, -0.08], [0.03, 0.02, 0.01], [0.04, 0.02, 0.03], [-0.02, 0.00, 0.00], [0.01, 0.04, -0.02], [0.02, -0.01, -0.03], [0.00, 0.00, 0.00], [-0.02, 0.04, 0.02], [0.06, -0.04, -0.02], [-0.03, 0.00, -0.02], [0.03, -0.01, 0.01], [-0.01, -0.01, -0.01], [0.00, 0.01, 0.00], [-0.01, 0.07, 0.06], [0.03, -0.04, -0.01], [-0.03, 0.06, 0.07], [0.01, 0.01, -0.01], [0.03, -0.03, -0.01], [-0.02, 0.03, 0.00], [-0.03, 0.01, 0.04], [0.01, -0.02, -0.03], [-0.01, -0.03, 0.01], [-0.03, -0.06, -0.01], [0.00, 0.01, 0.01], [0.02, 0.01, 0.01], [0.01, 0.02, 0.00], [0.00, -0.02, -0.04], [0.00, 0.00, 0.01], [-0.02, -0.01, 0.00], [0.00, -0.01, 0.00], [-0.01, -0.01, -0.01], [0.00, 0.00, -0.01], [0.00, 0.00, -0.01], [0.01, -0.01, 0.00], [-0.01, 0.00, 0.00], [-0.01, -0.01, 0.01], [-0.01, -0.01, 0.00], [-0.01, 0.00, 0.00], [0.00, 0.00, 0.00], [-0.01, 0.00, -0.01], [0.01, -0.01, 0.00], [0.02, -0.02, 0.00], [-0.01, 0.01, -0.01], [0.00, 0.00, 0.00], [0.00, 0.00, 0.00], [0.00, 0.00, 0.00], [0.00, 0.01, 0.00], [0.00, 0.00, 0.00], [0.00, 0.00, -0.01], [0.02, -0.02, 0.00], [0.01, 0.00, 0.00], [0.00, 0.00, 0.00], [-0.01, 0.01, 0.00], [0.00, 0.00, 0.00], [-0.01, 0.00, -0.01], [0.00, 0.00, 0.00], [0.00, 0.00, 0.01], [0.01, 0.02, -0.01], [0.01, 0.01, 0.03], [0.00, 0.00, -0.01], [0.01, 0.01, 0.02], [0.00, 0.01, -0.01], [0.00, 0.00, -0.01], [0.01, -0.01, 0.00], [-0.01, 0.00, 0.00], [0.00, 0.00, 0.00], [-0.05, -0.04, 0.00], [0.09, -0.05, 0.20], [-0.23, 0.12, -0.18], [-0.02, -0.01, -0.04], [0.00, 0.01, 0.00], [-0.01, 0.01, 0.01], [0.00, 0.00, 0.00], [-0.01, 0.00, 0.00], [0.00, 0.00, -0.01], [0.01, 0.00, 0.00], [0.00, 0.00, 0.01], [-0.01, -0.01, 0.00], [0.00, 0.00, 0.00], [-0.02, -0.01, 0.05], [-0.01, -0.01, 0.00], [0.01, -0.02, 0.00], [0.01, -0.01, 0.00], [0.01, -0.01, 0.00]], "mulliken_spin": [4.65, 0.00, 0.01, 0.01, 0.13, -0.02, 0.00, 0.03, -0.07, -0.01, 0.01, 0.00, 0.00, 0.08, -0.14, 0.04, 0.01, 0.00, 0.01, -0.01, -0.06, 0.12, 0.01, 0.01, 0.01, -0.02, 0.00, 0.02, 0.00, 0.00, 0.01, 0.00, 0.00, 0.00, 0.00, 0.00, 0.00, 0.00, 0.00, 0.00, 0.00, -0.01, 0.00, 0.00, 0.00, 0.00, 0.00, 0.00, 0.00, 0.00, 0.00, 0.00, 0.00, 0.00, 0.00, 0.00, 0.00, 0.00, 0.00, 0.00, 0.00, 0.01, 0.00, 0.00, 0.00, 0.00, 0.00, 0.01, -0.03, 0.03, 0.01, 0.01, 0.00, 0.00, 0.00, 0.00, 0.00, 0.00, 0.00, 0.04, 0.11, -0.01, 0.00, 0.00]}